139
Properties=species:S:1:pos:R:3:mulliken_charge:R:1 method="wB97M-V/def2-TZVPD" homo_lumo_gap_ev="5.6 / 6.1" lumo_energy_ev="0.55 / 0.54"
C 4.63457 0.49896 0.47679 -0.651
O -3.10169 0.12662 2.61738 -0.089
H -3.20296 -4.53722 0.69048 0.109
C 5.23802 4.78430 -2.11603 -1.827
N -0.32582 -3.84254 -0.07444 1.135
H -2.55124 0.71649 4.45806 0.452
C -3.84732 -2.19221 -0.67023 -0.600
H -1.17848 -1.72075 2.94990 -0.519
H -5.18290 5.18933 -3.52797 0.390
H 2.52651 0.33132 5.28867 0.441
H -4.53510 -1.74188 -3.29115 0.262
H 2.61284 -5.13485 1.06283 0.335
H 0.97985 -3.24166 1.41519 -0.157
H 3.02709 -2.57420 1.32382 -0.012
H -1.70787 -5.72127 2.25394 0.167
C 1.86885 -4.89205 0.29790 -0.416
H 6.74657 0.63666 0.12398 0.407
N -2.17994 -3.05071 1.72437 0.371
H -2.52544 -2.75806 -4.23376 0.385
C 3.29903 1.98802 -0.82858 -0.679
H -4.14420 3.00741 -4.03863 0.443
C 2.19008 0.12476 3.18326 -1.155
C 3.29990 -2.38834 3.43384 -0.552
H 0.25959 -4.83199 1.70206 -0.161
H -4.60944 1.29691 1.81769 0.496
H -4.13804 -2.30422 0.37303 0.651
H -1.79252 6.00132 3.48618 0.401
O -2.45079 0.65462 -0.54352 -0.567
C 0.53978 4.08386 -1.66518 -0.014
C -1.99782 -2.33136 -2.19711 0.193
P 1.74339 0.17184 0.53217 2.308
H 3.94539 2.26790 -4.13370 0.367
H 2.20941 -6.66638 -0.90143 0.464
H 5.00408 5.16377 -1.12058 0.388
P -0.72351 3.22130 -0.55224 2.137
H 0.57348 6.18603 4.18207 0.370
H -3.36171 -4.41159 4.46042 0.329
C 4.27634 3.63924 -2.48276 1.559
C -4.34167 4.83865 -2.94351 -0.660
C 5.65037 1.99910 -1.10459 -0.136
C -1.01495 5.54954 2.88246 -1.011
H -4.61292 -4.08814 -1.33488 0.289
C 1.29532 5.05233 2.50253 -1.051
C -3.83271 5.61609 -1.91399 -0.882
C -1.41910 -3.59958 4.01078 -0.596
C 1.03822 -1.04226 -3.26584 -0.697
H 1.01364 6.74343 -3.71919 0.410
H -1.63117 -4.79301 -1.39512 -0.155
C -3.84417 0.58582 1.48769 -1.526
H 6.54210 2.35703 -1.60380 0.391
H -2.04303 -5.55980 4.70081 0.506
H -2.83451 -2.07793 3.46375 0.403
H -2.66022 -4.14605 -3.15653 0.300
C -2.17291 3.93269 -1.43323 1.013
C 0.68410 -4.16887 0.92952 -0.122
C -2.40927 -4.76355 4.04887 -1.049
H -5.78685 -2.76556 -1.42921 0.427
C 1.87445 -0.83599 -1.00625 1.295
C -3.75866 3.61269 -3.22761 -0.725
H 6.27327 4.44383 -2.12503 0.398
H 3.27536 5.81444 -3.80106 0.378
C 1.38091 -6.15990 -0.40064 -1.096
P -1.30795 -2.52045 0.38641 -1.684
Ti -0.86320 0.59186 0.41893 -0.452
H 5.15124 5.60769 -2.82364 0.433
H 3.75724 -2.99883 -2.81368 0.468
H 4.72527 -0.26477 1.23863 0.489
H -2.05994 -1.24932 -2.38829 -0.181
H 3.50372 -1.93721 5.52084 0.385
N -0.46125 -1.25462 0.66551 0.768
H 3.73949 -3.37408 3.52793 0.467
C -2.75116 5.17050 -1.16783 -0.500
H 0.16253 0.21984 -1.74691 -0.347
H 0.32160 -0.75675 -4.02693 0.597
H -4.27149 6.58170 -1.69445 0.447
C -4.33472 -2.78851 -3.03999 -0.822
H 1.76330 1.11530 3.07289 0.378
C 5.76679 1.01456 -0.14002 -1.634
C -2.62413 1.13949 3.45118 -1.434
H 1.73917 3.90877 0.75847 0.228
C 0.95175 4.37076 1.34230 -0.257
H -3.95364 -1.13606 -0.94773 -0.151
H -4.09295 -3.83338 2.05540 0.508
C 3.37978 0.95964 0.11265 0.031
C 0.27046 5.24608 -2.37804 -0.544
O -2.72573 2.53322 0.72860 -0.671
C 1.82676 3.55301 -1.77643 -0.670
H -1.27794 -5.73350 0.05911 0.172
C 4.41049 2.53270 -1.44931 0.767
C 2.03663 -1.96120 -3.55683 -0.986
C 0.31094 5.65534 3.27564 -0.667
H 5.64631 2.67801 -3.87191 0.401
C -2.68278 3.16495 -2.47678 -0.416
C 2.88817 -1.93735 2.18609 0.123
C -4.73803 -3.03019 -1.58489 -1.173
C 4.62982 3.07535 -3.86970 -1.753
C 2.90535 -1.71099 -1.32566 -0.830
C 2.52283 5.32056 -3.19987 -0.263
O -0.74665 2.41808 4.03606 -0.617
C 1.24683 5.84780 -3.15746 -1.655
H 2.09684 -2.40702 -4.54181 0.413
H -3.39188 -6.09232 2.64032 0.424
H 3.68374 -1.92465 -0.60441 0.456
H -1.29891 -3.16807 5.00802 0.440
H -0.95555 -2.63289 -2.27353 -0.220
C 0.95248 -0.49457 -1.99718 -0.005
O 2.02079 2.38629 -1.09418 0.111
H 2.33606 5.12228 2.79567 0.467
C 3.16894 -1.58321 4.55432 -1.017
H 2.32357 -4.23619 -0.44270 0.040
C -2.84374 -3.07109 -3.23582 -0.863
H 4.56062 3.85340 -4.63226 0.387
H -2.23303 2.20281 -2.69279 0.243
C 2.96701 -2.29389 -2.58384 -0.691
H 0.70128 -5.15559 -2.18392 0.341
H -2.40101 4.73237 1.47804 0.665
H -0.70883 5.69468 -2.32677 0.473
H -4.92606 -3.41408 -3.71190 0.500
C -1.91594 -2.51513 3.05530 -0.083
C -2.91890 1.28814 0.51204 1.186
C 2.84790 4.17109 -2.48960 0.901
H 0.97280 -6.85118 0.34510 0.358
H -0.11384 -6.70062 -1.87361 0.377
C 0.28493 -5.79842 -1.40275 -0.939
C 2.30873 -0.68191 2.04853 1.397
C -1.26072 1.66103 3.08503 0.255
C -0.84427 -5.05312 -0.69354 0.054
H 0.06429 2.83496 3.68868 0.335
C -2.64062 -5.29809 2.63634 -0.622
C 2.61833 -0.31514 4.42462 -0.611
H -2.34977 5.80790 -0.39265 0.551
H -0.44060 -3.95768 3.67841 0.146
C -0.37849 4.26556 0.93083 0.459
H -4.31003 -0.29254 1.04825 0.189
H -3.31721 1.98849 3.49318 0.351
O -0.57811 1.36151 2.10511 1.106
C -1.36006 4.84804 1.73492 -0.395
C -3.10288 -4.17065 1.71236 -0.782
N -2.46632 -2.62289 -0.84470 1.377